1.
{"formula": "C4H10N2", "method": "wB97M-V/def2-TZVPD", "symbols": ["C", "C", "C", "N", "C", "N", "H", "H", "H", "H", "H", "H", "H", "H", "H", "H"], "xyz": [[1.3924, -0.4490, 0.8292], [2.0857, 0.5708, -0.0325], [-2.4649, 0.3828, -0.4216], [0.5056, -1.3859, 0.4324], [-0.9687, 0.1374, -0.3808], [-0.6741, -1.2089, -0.0973], [0.5389, -2.2716, 0.9318], [2.0421, -0.8324, 1.6099], [-0.2882, 0.7022, 0.4546], [-0.4801, 0.5053, -1.2917], [2.2154, 1.4984, 0.5309], [1.5418, 0.8190, -0.9416], [3.0783, 0.2135, -0.3099], [-2.9293, -0.2195, -1.2028], [-2.9193, 0.1082, 0.5288], [-2.6755, 1.4297, -0.6393]], "atomic_forces_ev_per_a": [[0.83, -0.82, -0.40], [-0.47, 0.28, 0.04], [0.19, 0.03, 0.08], [-0.90, 1.21, 1.06], [1.79, 0.93, 1.02], [0.12, -1.14, -0.54], [0.11, 0.05, -0.20], [-0.05, -0.12, -0.01], [-1.69, -0.38, -0.90], [-0.12, 0.03, -0.11], [0.07, -0.02, -0.05], [0.05, -0.06, 0.02], [0.04, -0.03, -0.10], [0.07, -0.04, -0.01], [-0.04, 0.06, 0.01], [-0.01, 0.01, 0.08]], "de_lowest_kj_mol": 314.9, "total_charge": 0, "multiplicity": 1, "e_homo_ha": -0.2759, "fmax_ev_per_a": 2.26, "e_lumo_ev": 0.875, "homo_lumo_gap_ev": 8.382, "energy_ev": -7287.35545}

=====

2.
{"formula": "C5H6", "method": "wB97M-V/def2-TZVPD", "symbols": ["C", "C", "C", "C", "C", "H", "H", "H", "H", "H", "H"], "xyz": [[-2.1708, -0.3148, -0.0254], [-3.1888, -0.2755, -0.6035], [0.6378, -1.2896, -0.1852], [0.1488, -0.2294, 0.3949], [0.7585, 1.1487, 0.0959], [0.1762, -2.1752, -0.1076], [1.3987, -1.1212, -0.9461], [-0.5116, -0.1759, 1.3076], [0.1278, 2.0381, 0.3046], [0.9454, 1.0976, -0.8882], [1.6781, 1.2972, 0.6529]], "atomic_forces_ev_per_a": [[5.69, -0.20, 2.56], [-5.15, 0.20, -2.78], [1.30, 1.37, -1.76], [-1.13, 3.83, 2.88], [-1.43, -0.07, 2.99], [-1.17, -3.38, 0.46], [-0.02, -0.38, 0.13], [0.62, -0.83, -0.87], [0.07, -0.85, -0.07], [1.03, 0.46, -3.65], [0.19, -0.16, 0.11]], "de_lowest_kj_mol": 849.1, "total_charge": 0, "multiplicity": 1, "e_homo_ha": [-0.3823, -0.3608], "fmax_ev_per_a": 6.24, "e_lumo_ev": [-2.080, -2.192], "homo_lumo_gap_ev": [8.323, 7.625], "energy_ev": -5272.39899}

=====

3.
{"formula": "C16H13CrF2N5O2S", "method": "wB97M-V/def2-TZVPD", "symbols": ["Cr", "N", "N", "C", "O", "O", "H", "H", "H", "F", "C", "C", "C", "C", "C", "F", "C", "C", "C", "C", "C", "C", "N", "H", "H", "H", "H", "H", "H", "S", "C", "N", "C", "C", "C", "N", "H", "H", "H", "H"], "xyz": [[0.5575, 0.5192, -0.1372], [2.9467, 0.4479, -0.1702], [3.2234, 0.6317, 1.1990], [2.2059, 0.5399, 2.1576], [2.4960, 0.4291, 3.3209], [0.9909, 0.6540, 1.6731], [3.2579, -0.4688, -0.4778], [3.4625, 1.1374, -0.7052], [4.1478, 0.4127, 1.5333], [-4.5241, -1.2082, -0.3134], [-3.6818, -0.1736, -0.3153], [-2.3182, -0.4168, -0.3026], [-1.4281, 0.6445, -0.2945], [-1.9326, 1.9602, -0.3265], [-3.3084, 2.1575, -0.3443], [-3.8174, 3.3975, -0.3736], [-4.2013, 1.1051, -0.3348], [-0.9086, 3.0019, -0.3105], [-1.1149, 4.3774, -0.2906], [-0.0291, 5.2322, -0.2337], [1.2530, 4.6997, -0.1892], [1.3917, 3.3316, -0.2171], [0.3489, 2.4922, -0.2901], [-1.9793, -1.4449, -0.2901], [-5.2676, 1.2821, -0.3427], [-2.1143, 4.7779, -0.3108], [-0.1793, 6.3029, -0.2144], [2.1264, 5.3319, -0.1267], [2.3743, 2.8892, -0.1540], [0.9444, -1.8522, -0.3575], [0.6592, -3.5119, -0.4401], [0.7067, -4.2396, 0.7172], [0.6058, -5.5839, 0.7228], [0.4108, -6.2432, -0.4518], [0.3055, -5.4473, -1.6065], [0.4224, -4.1365, -1.5949], [0.8480, -3.7319, 1.5812], [0.6783, -6.0825, 1.6788], [0.3262, -7.3173, -0.4932], [0.1148, -5.8970, -2.5745]], "atomic_forces_ev_per_a": [[0.53, -0.18, 1.75], [-0.57, 0.01, 0.09], [0.03, 0.19, 0.02], [0.64, -0.13, 0.29], [-0.19, -0.01, -0.25], [-0.70, 0.07, -1.30], [-0.10, -0.13, -0.04], [-0.03, 0.09, -0.07], [0.05, -0.09, 0.00], [-0.07, -0.08, 0.01], [0.13, 0.26, -0.02], [0.13, -0.30, 0.03], [-0.12, 0.12, -0.11], [0.03, -0.06, -0.01], [0.12, -0.12, -0.01], [-0.02, 0.06, 0.01], [-0.09, -0.04, 0.00], [-0.06, 0.02, -0.03], [0.02, 0.14, -0.01], [0.04, -0.20, -0.01], [-0.02, 0.08, -0.01], [0.09, 0.09, 0.00], [-0.06, 0.56, -0.12], [-0.01, 0.02, -0.01], [0.01, 0.00, -0.01], [-0.03, -0.07, 0.00], [-0.02, 0.00, 0.00], [0.01, -0.03, 0.00], [-0.01, -0.06, 0.01], [0.75, -0.18, -0.26], [-0.57, 0.08, 0.22], [0.07, -0.08, -0.19], [-0.03, -0.17, 0.02], [-0.02, 0.05, -0.18], [0.02, -0.01, 0.24], [0.04, 0.03, -0.20], [0.01, 0.04, 0.01], [0.01, 0.08, 0.04], [0.00, 0.00, 0.05], [0.00, -0.02, 0.02]], "total_charge": 1, "multiplicity": 2, "e_homo_ha": [-0.4234, -0.4234], "fmax_ev_per_a": 1.84, "s2": 0.771, "e_lumo_ev": [-4.050, -3.819], "homo_lumo_gap_ev": [7.470, 7.703], "energy_ev": -73032.93795}